No. 1
Here is a single C21H23N3O2 molecule from the Open Molecules 2025 dataset. Energies are from the ωB97M-V functional and the def2-TZVPD basis.

Summary:
- Frontier orbital gap: 0.3071 hartree
- SMILES: CCCC(=O)NCCc1nc2ccccc2n1CC(=O)c1ccccc1

Element x y z (Å)
C: -4.711 -0.461 -2.294
C: -3.774 -0.142 -1.138
C: -3.559 -1.352 -0.228
C: -2.740 -0.962 0.994
O: -2.873 0.096 1.566
N: -1.862 -1.912 1.408
C: -0.961 -1.697 2.514
C: 0.458 -1.329 2.039
C: 0.452 0.018 1.408
N: 0.572 1.117 2.090
C: 0.430 2.141 1.191
C: 0.463 3.517 1.377
C: 0.287 4.318 0.268
C: 0.078 3.777 -1.001
C: 0.041 2.412 -1.207
C: 0.221 1.601 -0.099
N: 0.247 0.235 0.065
C: 0.197 -0.739 -0.987
C: 1.388 -1.701 -0.978
O: 1.223 -2.878 -1.210
C: 2.706 -1.123 -0.644
C: 3.638 -1.949 -0.014
C: 4.873 -1.454 0.357
C: 5.196 -0.133 0.090
C: 4.287 0.685 -0.560
C: 3.047 0.199 -0.927
H: -4.842 0.413 -2.927
H: -4.310 -1.269 -2.904
H: -5.687 -0.764 -1.923
H: -4.182 0.670 -0.535
H: -2.810 0.195 -1.527
H: -4.529 -1.706 0.130
H: -3.084 -2.169 -0.776
H: -1.756 -2.765 0.884
H: -1.365 -0.869 3.101
H: -0.921 -2.601 3.127
H: 1.114 -1.290 2.908
H: 0.824 -2.091 1.350
H: 0.617 3.931 2.360
H: 0.305 5.392 0.378
H: -0.061 4.441 -1.841
H: -0.132 2.007 -2.195
H: 0.200 -0.213 -1.947
H: -0.720 -1.337 -0.937
H: 3.369 -2.975 0.186
H: 5.583 -2.097 0.854
H: 6.159 0.257 0.384
H: 4.543 1.711 -0.781
H: 2.362 0.847 -1.452

No. 2
Here is a molecular structure, C21H23N3O3S from the Open Molecules 2025 dataset. Energies are from the ωB97M-V functional and the def2-TZVPD basis.

Summary:
- Frontier orbital gap: 0.2753 hartree

Element x y z (Å)
C: 0.022 -2.111 1.227
C: 0.203 -0.645 0.978
C: 1.135 0.326 1.447
C: 0.734 1.495 0.925
C: -0.444 1.214 0.029
N: -0.887 -0.007 0.256
C: -2.042 -0.630 -0.314
H: -2.223 0.132 -1.471
H: -1.711 -1.472 -0.920
C: -3.164 -0.662 0.409
C: -4.312 -1.383 -0.137
H: -4.844 -2.031 0.551
C: -5.228 -0.822 -0.940
H: -4.887 -0.283 -1.790
C: -5.191 0.552 -0.027
H: -5.900 0.389 1.102
O: -3.796 0.495 0.571
H: -5.484 1.458 -0.299
H: -6.148 -0.949 -0.958
H: -3.846 -2.252 -0.729
H: -2.928 -0.924 1.332
C: -1.443 2.517 -0.311
H: -2.364 2.393 -0.099
H: -1.338 2.413 -1.381
H: -1.008 3.585 -0.411
C: 1.669 2.666 1.147
O: 2.236 2.618 2.170
C: 1.866 3.790 -0.025
H: 1.046 4.425 0.179
H: 2.878 3.976 0.177
S: 1.633 3.050 -1.711
C: 2.247 1.307 -1.498
N: 3.319 1.230 -0.583
C: 3.655 -0.212 -0.308
C: 4.733 -0.328 0.575
C: 5.190 -1.329 0.978
C: 4.486 -2.642 0.299
C: 3.382 -2.472 -0.107
C: 2.965 -1.169 -0.749
C: 1.719 -0.899 -1.549
O: 1.182 -1.970 -1.916
N: 1.462 0.379 -1.721
H: 0.711 0.467 -2.529
H: 2.784 -3.481 -0.725
H: 4.666 -3.576 0.700
H: 6.145 -1.730 1.594
H: 5.361 0.505 0.978
H: 1.946 -0.140 2.139
H: -0.959 -2.332 1.452
H: -0.021 -2.542 0.230
H: 0.790 -2.387 1.763

No. 3
Here is a single C21H23N3O3S molecule from the Open Molecules 2025 dataset. Energies are from the ωB97M-V functional and the def2-TZVPD basis.

Summary:
- Frontier orbital gap: 0.3237 hartree
- SMILES: O=C(Nc1cccc(-c2cscn2)c1)C1CCN(Cc2ccc(CO)o2)CC1

Element x y z (Å)
O: 0.704 -0.027 1.394
C: 0.132 0.954 0.967
N: -1.166 0.961 0.559
C: -2.102 -0.081 0.516
C: -1.777 -1.415 0.742
C: -2.772 -2.375 0.672
C: -4.079 -2.036 0.381
C: -4.413 -0.702 0.149
C: -5.773 -0.281 -0.163
C: -6.887 -1.075 -0.243
S: -8.278 -0.151 -0.634
C: -7.259 1.256 -0.664
N: -6.027 1.039 -0.409
C: -3.415 0.265 0.217
C: 0.776 2.333 0.808
C: 1.066 2.607 -0.674
C: 2.132 1.641 -1.178
N: 3.369 1.816 -0.436
C: 4.442 0.992 -0.983
C: 4.068 -0.455 -1.101
C: 3.765 -1.227 -2.186
C: 3.271 -2.454 -1.680
C: 3.301 -2.348 -0.321
C: 2.787 -3.217 0.780
O: 1.456 -2.900 1.122
O: 3.795 -1.139 0.031
C: 3.183 1.582 0.991
C: 2.092 2.475 1.573
H: -1.546 1.855 0.276
H: -0.767 -1.706 0.968
H: -2.511 -3.408 0.848
H: -4.835 -2.803 0.333
H: -6.975 -2.131 -0.096
H: -7.666 2.222 -0.884
H: -3.684 1.295 0.033
H: 0.065 3.079 1.185
H: 0.165 2.499 -1.282
H: 1.434 3.630 -0.776
H: 2.345 1.842 -2.232
H: 1.741 0.612 -1.103
H: 5.315 1.113 -0.336
H: 4.687 1.369 -1.980
H: 3.877 -0.955 -3.216
H: 2.932 -3.296 -2.248
H: 2.775 -4.261 0.459
H: 3.443 -3.114 1.657
H: 1.398 -1.953 1.332
H: 4.132 1.808 1.487
H: 2.924 0.539 1.206
H: 2.408 3.519 1.519
H: 1.947 2.209 2.621

frontier orbital gap of number 1 (C21H23N3O2)?
0.3071 hartree

What is the formula in the second record?
C21H23N3O3S